DFT (ωB97M-V/def2-TZVPD) results for a cluster of 2 separate species, C5H15NOS in total.

Each line ends with the Mulliken charge.
Atoms and positions in Å:
C: -0.92 1.77 -2.28  -1.175
C: -1.30 0.46 -1.69  -0.805
N: -0.64 -0.10 -0.51  -0.170
C: 0.22 -1.35 -0.50  -0.573
C: 1.60 -1.15 0.28  -0.920
C: 1.74 -1.04 1.82  -0.503
S: 0.98 0.47 2.60  -0.297
H: -1.35 2.63 -1.69  0.290
H: 0.11 2.07 -1.97  0.288
H: -1.13 1.81 -3.29  0.392
H: -1.26 -0.30 -2.39  0.497
H: -2.32 0.39 -1.68  0.495
H: -0.33 0.71 0.13  0.216
H: 0.63 -1.54 -1.49  0.376
H: -0.28 -2.00 0.23  0.293
H: 2.15 -2.14 0.04  0.303
H: 2.15 -0.33 -0.12  0.468
H: 1.57 -2.04 2.24  0.415
H: 2.82 -0.81 1.83  0.299
H: 1.69 1.43 1.93  0.137
O: -2.42 0.54 2.30  -0.670
H: -2.15 0.28 1.42  0.361
H: -1.56 0.24 2.79  0.283

Calculated values
Lowest unoccupied orbital energy = 0.0218 hartree
Net charge = 0
Energy above the lowest of the compared OMol25 structures with the same formula, charge and spin = 65.29 kcal per mole
Gap between HOMO and LUMO = 9.09 eV
M = 137.2 g mol⁻¹

DFT (ωB97M-V/def2-TZVPD) results for the molecule C5H15NP4.

Each line ends with the Mulliken charge.
Atoms and positions in Å:
C: 1.67 -0.94 1.39  -1.171
C: 0.74 -1.06 0.44  1.045
C: -0.41 -1.94 0.63  -0.516
C: -0.06 -3.38 0.21  -1.225
C: 0.95 -0.51 -0.92  -1.266
N: -0.15 0.22 -1.51  -0.313
P: -1.09 1.27 -0.34  0.026
P: -1.99 2.60 -1.89  -0.122
P: 0.39 2.90 -0.03  -0.056
P: -0.67 3.50 1.80  -0.111
H: 2.62 -0.41 1.42  0.310
H: 1.50 -1.30 2.38  0.310
H: -1.28 -1.32 0.24  0.201
H: -0.55 -2.14 1.61  0.462
H: 0.91 -3.59 0.45  0.399
H: -0.87 -4.05 0.58  0.354
H: -0.13 -3.42 -0.94  0.248
H: 1.76 0.16 -0.89  0.441
H: 1.40 -1.21 -1.70  0.345
H: -0.89 -0.42 -1.81  0.353
H: -3.05 1.76 -2.12  0.051
H: -1.01 2.34 -2.85  0.089
H: 1.25 2.08 0.59  0.014
H: 0.22 4.37 2.28  0.058
H: -1.28 4.48 0.99  0.071

Calculated values
Lowest unoccupied orbital energy = 0.0309 hartree
Net charge = 0
Energy above the lowest of the compared OMol25 structures with the same formula, charge and spin = 0.00 kcal per mole
Gap between HOMO and LUMO = 9.07 eV
M = 213.1 g mol⁻¹

DFT (ωB97M-V/def2-TZVPD) results for a cluster of 2 separate species, C5H15NS in total.

Each line ends with the Mulliken charge.
Atoms and positions in Å:
C: -1.06 1.61 -1.05  -1.019
C: 0.13 0.76 -0.52  -0.298
S: 1.60 0.96 -1.50  -0.090
C: 2.79 1.26 -0.15  -0.796
H: -1.90 1.54 -0.35  0.291
H: -1.37 1.32 -2.07  0.285
H: -0.79 2.67 -1.12  0.324
H: -0.16 -0.32 -0.50  0.255
H: 0.29 1.04 0.55  0.241
H: 2.41 2.12 0.44  0.256
H: 2.89 0.36 0.49  0.248
H: 3.78 1.53 -0.56  0.316
C: -1.41 -0.76 2.15  -0.481
C: -2.12 -1.98 1.58  -0.468
N: -1.33 -2.66 0.51  -0.541
H: -1.11 -0.14 1.31  -0.287
H: -2.07 -0.17 2.78  0.348
H: -0.51 -1.15 2.67  0.321
H: -2.32 -2.66 2.39  0.349
H: -3.05 -1.58 1.18  0.314
H: -0.43 -3.00 0.85  0.191
H: -1.90 -3.49 0.26  0.240

Calculated values
Lowest unoccupied orbital energy = 0.0365 hartree
Net charge = 0
Energy above the lowest of the compared OMol25 structures with the same formula, charge and spin = 12.20 kcal per mole
Gap between HOMO and LUMO = 9.23 eV
M = 121.2 g mol⁻¹

DFT (ωB97M-V/def2-TZVPD) results for a cluster of 3 separate species, C5H15NS2 in total.

Each line ends with the Mulliken charge.
Atoms and positions in Å:
C: -0.92 -1.84 0.35  -0.543
C: -1.56 -3.12 0.88  -0.507
S: -3.27 -3.23 0.24  -0.251
N: 0.42 -1.70 0.88  -0.522
H: -1.53 -0.98 0.65  0.374
H: -0.99 -1.87 -0.75  0.344
H: -1.59 -3.08 1.99  0.342
H: -0.97 -3.98 0.56  0.318
H: -3.63 -4.35 0.88  0.118
H: 0.66 -0.16 -1.07  0.052
H: 1.09 -2.28 0.36  0.357
H: 0.77 -0.76 0.66  -0.080
C: 0.34 2.98 0.46  -1.128
C: 0.63 2.63 -1.00  -0.223
C: 2.02 2.03 -1.22  -0.745
S: 2.33 0.56 -0.17  -0.172
H: 0.36 2.09 1.06  0.308
H: -0.64 3.46 0.57  0.330
H: 1.07 3.70 0.85  0.340
H: -0.11 1.90 -1.34  0.256
H: 0.55 3.54 -1.63  0.304
H: 2.83 2.73 -0.94  0.389
H: 2.15 1.73 -2.26  0.340

Calculated values
Lowest unoccupied orbital energy = -0.0460 hartree
Net charge = 0
Energy above the lowest of the compared OMol25 structures with the same formula, charge and spin = 68.09 kcal per mole
Gap between HOMO and LUMO = 7.70 eV
M = 153.3 g mol⁻¹

DFT (ωB97M-V/def2-TZVPD) results for a structure of composition C5H16B2ClMgN2O2P.

Each line ends with the Mulliken charge.
Atoms and positions in Å:
C: 3.85 0.40 0.68  -1.236
C: 2.41 0.95 0.74  -0.484
C: 1.88 1.46 -0.61  0.019
Cl: 1.63 3.21 -0.62  -0.107
P: 0.28 0.72 -1.10  -0.170
B: 0.67 -1.13 -1.53  0.374
N: -0.36 -2.17 -1.57  -0.514
O: 1.97 -1.32 -1.86  -0.498
B: -1.09 0.94 0.22  0.330
O: -0.96 1.86 1.19  -0.481
N: -2.33 0.21 -0.02  0.195
C: -3.54 1.06 -0.11  -1.079
C: -2.55 -0.97 0.72  -1.401
H: 4.47 0.90 1.41  0.337
H: 3.88 -0.66 0.93  0.308
H: 4.29 0.53 -0.30  0.323
H: 2.37 1.79 1.43  0.481
H: 1.75 0.17 1.14  0.186
H: 2.59 1.23 -1.41  0.437
H: -0.11 -2.88 -0.88  0.229
H: -0.31 -2.66 -2.46  0.277
H: 2.50 -1.78 -1.20  0.319
H: -0.48 1.65 1.99  0.326
H: -3.61 1.72 0.75  0.395
H: -4.43 0.44 -0.18  0.372
H: -3.50 1.65 -1.02  0.364
H: -2.95 -1.75 -0.05  0.290
H: -1.62 -1.39 1.12  0.746
H: -3.27 -0.85 1.54  0.666
Mg: -3.41 -3.33 1.07  0.997

Calculated values
Lowest unoccupied orbital energy = -0.4324 hartree
Net charge = +2
Gap between HOMO and LUMO = 2.69 eV
M = 248.6 g mol⁻¹

DFT (ωB97M-V/def2-TZVPD) results for a structure of composition C5H16HfNb.

Each line ends with the Mulliken charge.
Atoms and positions in Å:
C: -1.99 1.77 -0.81  -1.071
C: -0.37 1.49 -0.76  0.170
C: 0.10 0.29 -1.83  -0.912
C: 0.24 1.26 0.75  -0.554
C: -0.30 -0.08 1.52  -0.655
Nb: 1.03 -1.93 1.23  -0.809
H: -2.47 2.05 0.22  0.347
H: -2.52 0.84 -1.32  0.334
H: -2.15 2.70 -1.55  0.328
H: 0.15 2.48 -1.18  0.404
H: -0.13 0.72 -2.91  0.313
H: -0.41 -0.74 -1.62  0.171
H: 1.29 0.26 -1.73  0.350
H: 1.41 1.23 0.67  0.433
H: -0.03 2.19 1.44  0.425
H: -1.41 -0.37 1.28  0.420
H: -0.26 0.17 2.68  0.514
H: 2.17 -0.91 0.26  0.253
H: 0.09 -2.48 -0.21  0.087
H: -0.02 -2.96 2.32  0.305
H: 2.03 -1.54 2.72  0.294
H: 2.14 -3.37 0.94  0.277
Hf: 1.41 -3.06 -2.12  1.575

Calculated values
Lowest unoccupied orbital energy = -0.6044 hartree
Net charge = +3
Gap between HOMO and LUMO = 3.54 eV
M = 347.6 g mol⁻¹

DFT (ωB97M-V/def2-TZVPD) results for a cluster of 2 separate species, C5H16N2O in total.

Each line ends with the Mulliken charge.
Atoms and positions in Å:
C: 0.73 -1.93 -0.70  -0.882
C: -0.16 -2.09 0.61  -0.510
N: -0.27 -0.88 1.40  0.146
C: 0.73 -0.69 2.44  -0.998
C: -0.82 0.25 0.70  -0.698
C: 0.19 1.06 -0.06  0.343
N: -0.12 2.50 -0.39  -0.674
H: 0.09 -1.50 -1.54  0.109
H: 1.36 -2.75 -1.01  0.430
H: 1.55 -1.21 -0.59  0.319
H: -1.16 -2.41 0.13  0.284
H: 0.11 -2.92 1.35  0.339
H: 1.01 -1.51 3.03  0.341
H: 1.61 -0.31 2.05  0.410
H: 0.25 0.21 3.04  0.249
H: -1.37 1.01 1.49  0.270
H: -1.47 -0.13 -0.15  0.241
H: 0.25 0.50 -1.00  -0.542
H: 0.98 1.20 0.61  0.292
H: 0.16 2.92 0.39  0.278
H: -1.09 2.59 -0.50  0.199
O: -0.39 1.39 -3.32  -0.620
H: -0.07 1.86 -2.68  0.339
H: -0.40 0.44 -3.00  0.335

Calculated values
Lowest unoccupied orbital energy = 0.0289 hartree
Net charge = 0
Energy above the lowest of the compared OMol25 structures with the same formula, charge and spin = 76.01 kcal per mole
Gap between HOMO and LUMO = 9.00 eV
M = 120.2 g mol⁻¹

DFT (ωB97M-V/def2-TZVPD) results for a cluster of 2 separate species, C5H16N2O in total.

Each line ends with the Mulliken charge.
Atoms and positions in Å:
C: -0.90 -1.28 -2.82  -1.094
C: -1.41 -0.35 -1.67  -0.370
N: -0.25 0.17 -0.90  -0.393
C: -0.30 -0.25 0.52  -0.776
C: 1.12 -0.24 1.09  0.224
C: 1.16 -1.28 2.23  -1.397
N: 1.33 1.11 1.67  -0.589
H: -1.35 -2.26 -2.97  0.283
H: -1.08 -0.83 -3.81  0.266
H: 0.18 -1.36 -2.67  0.311
H: -1.87 0.48 -2.22  0.356
H: -2.14 -0.83 -1.05  0.401
H: -0.35 1.18 -0.98  0.207
H: -0.76 -1.24 0.56  0.437
H: -1.03 0.34 1.09  0.329
H: 1.87 -0.43 0.33  0.362
H: 0.87 -2.29 1.91  0.356
H: 0.56 -0.96 3.08  0.309
H: 2.18 -1.40 2.62  0.396
H: 0.75 1.35 2.45  0.236
H: 2.31 1.22 1.89  0.220
O: -0.62 3.11 -0.27  -0.729
H: -0.51 2.72 0.60  0.315
H: 0.24 3.33 -0.66  0.339

Calculated values
Lowest unoccupied orbital energy = 0.0353 hartree
Net charge = 0
Energy above the lowest of the compared OMol25 structures with the same formula, charge and spin = 24.18 kcal per mole
Gap between HOMO and LUMO = 9.59 eV
M = 120.2 g mol⁻¹

DFT (ωB97M-V/def2-TZVPD) results for a structure of composition C5H16N2O2.

Each line ends with the Mulliken charge.
Atoms and positions in Å:
C: 1.41 -0.33 0.98  0.052
C: 0.99 1.86 -0.19  -1.013
C: 2.55 -0.69 0.04  -1.175
N: 0.45 0.62 0.37  -0.042
O: 0.69 -1.47 1.38  -0.575
H: 0.35 -1.88 0.57  0.375
H: -0.11 0.11 -0.36  0.101
H: 1.79 0.13 1.89  0.435
H: 1.65 2.34 0.54  0.364
H: 0.16 2.53 -0.40  0.320
H: 1.54 1.69 -1.12  0.356
H: 3.18 0.17 -0.19  0.371
H: 3.18 -1.45 0.51  0.373
H: 2.16 -1.11 -0.89  0.227
C: -1.75 -1.08 -0.86  -0.741
C: -2.43 0.63 -0.09  -0.625
N: -1.98 0.99 1.14  -0.705
O: -0.46 -1.63 -1.29  -0.549
H: -0.27 -1.29 -2.18  0.272
H: -2.37 0.39 1.86  0.224
H: -0.61 0.85 1.03  0.579
H: -2.47 -1.27 -1.66  0.462
H: -2.04 -1.73 -0.03  0.255
H: -2.14 1.32 -0.88  0.247
H: -3.47 0.29 -0.17  0.413

Calculated values
Lowest unoccupied orbital energy = 0.0227 hartree
Net charge = 0
Energy above the lowest of the compared OMol25 structures with the same formula, charge and spin = 94.07 kcal per mole
Gap between HOMO and LUMO = 7.70 eV
M = 136.2 g mol⁻¹

DFT (ωB97M-V/def2-TZVPD) results for a cluster of 3 separate species, C5H16N2O2 in total.

Each line ends with the Mulliken charge.
Atoms and positions in Å:
N: -1.89 -1.73 0.34  -0.788
C: -1.84 -0.33 -0.12  -0.382
C: -0.84 0.45 0.72  -0.495
C: -1.01 1.98 0.44  -0.898
C: 0.31 2.40 -0.35  -0.525
C: 1.02 1.05 -0.73  -0.981
N: 0.56 0.18 0.37  -0.112
H: -1.15 -1.95 0.99  0.270
H: -1.70 -2.31 -0.47  0.309
H: -2.82 0.06 -0.33  0.388
H: -1.31 -0.31 -1.12  0.253
H: -0.84 0.05 1.75  0.647
H: -0.96 2.49 1.40  0.277
H: -1.85 2.37 -0.12  0.433
H: -0.01 2.94 -1.23  0.299
H: 1.05 2.99 0.20  0.312
H: 2.09 1.09 -0.88  0.469
H: 0.64 0.81 -1.72  0.277
H: 1.08 0.62 1.12  0.301
O: 0.94 -2.26 -1.46  -0.574
H: 1.58 -2.97 -1.41  0.308
H: 1.14 -1.72 -0.69  0.275
O: 2.02 -1.89 1.51  -0.660
H: 2.40 -2.55 0.92  0.330
H: 1.41 -1.45 0.86  0.268

Calculated values
Lowest unoccupied orbital energy = 0.0241 hartree
Net charge = 0
Energy above the lowest of the compared OMol25 structures with the same formula, charge and spin = 39.22 kcal per mole
Gap between HOMO and LUMO = 9.80 eV
M = 136.2 g mol⁻¹